The following is a quantum chemistry calculation of the ion C3H6NO with charge -1, from OMol25.

The HOMO-LUMO gap (spin up / spin down) is 5.88 / 7.20 eV. Its total charge is -1. The value obtained for the energy above the lowest of the compared OMol25 structures with the same formula, charge and spin is 158.1 kJ/mol. For the HOMO energy (spin up / spin down), the calculation gives -0.051 / -0.094 Eh. The calculation puts the strongest force on any atom at 4.372 eV Å⁻¹.

Each line ends with the Mulliken charge.
Atoms and positions in Å:
C -0.8861 -0.7473 0.2245  -0.422
C 0.4924 -0.3619 -0.4604  -0.399
C 1.4421 0.5843 0.1790  -0.968
N -1.6918 0.4250 0.2375  -0.290
O -2.8585 0.1755 -0.3721  -0.567
H -1.3077 -1.5052 -0.3496  0.480
H -0.6054 -0.9022 1.3073  0.198
H 0.2416 0.0666 -1.5019  0.105
H 2.1360 0.0529 0.8799  0.234
H 0.8714 1.3893 0.4991  0.374
H 2.1661 0.8229 -0.6434  0.255